[1]
# C33H72N3O29S7

A cluster of 8 separate species, C33H72N3O29S7 in total (the ωB97M-V functional and the def2-TZVPD basis, the OMol25 dataset).

```
144
Properties=species:S:1:pos:R:3:forces:R:3
C 2.148 -4.678 -0.631 0.5 -0.4 0.0
C 2.463 -4.810 -2.129 -0.1 1.0 0.3
C 2.609 -3.446 -2.855 0.0 -0.9 0.4
C 3.737 -2.602 -2.259 -0.2 0.5 -0.1
C 3.815 -1.135 -2.765 0.0 -1.0 -0.7
C 2.485 -0.407 -2.976 0.1 1.0 0.5
C 1.865 0.192 -1.692 1.0 0.0 0.1
C 1.607 -0.831 -0.576 -0.6 -0.2 -0.2
C 0.506 -0.502 0.474 0.5 0.4 -0.2
C -0.222 0.863 0.381 -0.7 -0.9 0.8
C -1.678 0.683 -0.098 0.3 1.3 -0.2
C -1.842 0.727 -1.629 -0.3 -0.5 0.4
C -1.442 -0.592 -2.338 0.3 0.5 0.5
N -2.560 -1.294 -3.057 -0.4 0.3 -0.7
C -2.916 -0.424 -4.249 -0.9 0.5 -0.5
N -3.729 -1.125 -5.228 0.1 0.5 0.2
C -2.139 -2.661 -3.512 0.9 -0.5 -0.4
C -0.988 -2.698 -4.528 0.4 -0.8 -0.2
N -0.453 -4.071 -4.610 -0.3 0.3 0.5
C -3.798 -1.458 -2.238 -0.1 -0.9 0.3
C -3.564 -2.171 -0.890 -1.4 -0.1 0.5
C -4.058 -3.630 -0.863 0.8 0.2 0.6
O -4.292 -1.416 0.094 0.1 0.3 0.1
H 2.976 -4.238 -0.068 -0.1 0.0 -0.1
H 2.026 -5.687 -0.228 -0.3 0.2 0.1
H 1.258 -4.075 -0.425 0.0 -0.2 -0.1
H 3.403 -5.355 -2.242 -0.3 -0.3 -0.1
H 1.616 -5.339 -2.577 0.4 -0.3 -0.2
H 1.623 -2.970 -2.800 0.2 0.2 0.0
H 2.813 -3.672 -3.908 -0.1 0.3 0.0
H 3.682 -2.584 -1.169 -0.1 -0.1 -0.1
H 4.677 -3.111 -2.504 0.0 0.1 0.1
H 4.497 -0.580 -2.113 -0.2 0.2 0.0
H 4.306 -1.179 -3.745 0.0 0.1 0.1
H 2.707 0.465 -3.603 -0.1 -0.2 -0.1
H 1.749 -0.994 -3.532 0.2 -0.2 0.1
H 2.627 0.892 -1.319 -0.3 0.1 0.0
H 1.004 0.815 -1.952 -0.1 -0.3 0.0
H 2.537 -1.053 -0.048 0.0 0.1 -0.1
H 1.335 -1.777 -1.057 0.0 0.0 0.1
H -0.253 -1.289 0.419 0.0 0.1 0.2
H 0.943 -0.590 1.473 0.0 -0.1 -0.1
H 0.298 1.644 -0.175 0.0 -0.2 -0.1
H -0.324 1.239 1.406 0.1 0.1 -0.1
H -2.131 -0.194 0.367 0.1 0.0 -0.2
H -2.226 1.544 0.305 -0.1 -0.1 -0.1
H -1.231 1.536 -2.037 0.0 -0.1 0.0
H -2.876 1.019 -1.834 0.1 -0.2 -0.2
H -0.652 -0.353 -3.049 -0.3 -0.3 -0.3
H -1.010 -1.311 -1.640 -0.1 0.1 0.0
H -3.487 0.424 -3.858 0.4 0.0 0.3
H -2.012 -0.005 -4.681 0.1 -0.5 0.0
H -4.704 -0.918 -5.033 0.0 -0.2 -0.1
H -3.558 -0.667 -6.119 0.1 -0.3 -0.1
H -2.974 -3.198 -3.961 -0.2 0.4 0.1
H -1.829 -3.258 -2.648 -0.1 0.4 0.2
H -0.135 -2.069 -4.261 -0.2 0.1 0.1
H -1.297 -2.432 -5.540 -0.2 0.2 0.2
H -1.216 -4.739 -4.688 0.1 0.0 -0.2
H -0.011 -4.280 -3.717 0.1 -0.1 -0.2
H -4.337 -0.526 -2.075 0.6 0.2 0.1
H -4.474 -2.086 -2.825 0.2 0.1 -0.2
H -2.533 -2.151 -0.538 0.0 0.2 -0.3
H -3.179 -4.283 -0.897 -0.5 -0.1 -0.4
H -4.494 -3.810 0.125 0.0 0.0 -0.1
H -4.796 -3.881 -1.624 0.2 0.0 -0.1
H -5.182 -1.773 0.184 0.1 -0.1 -0.1
C -4.398 -8.389 -0.217 -0.4 -0.1 -0.3
C -3.546 -9.418 -0.928 0.2 -0.3 0.4
O -2.708 -8.643 -1.801 -0.3 0.4 -0.1
S -2.383 -7.236 -1.119 -0.2 -0.8 0.2
O -1.117 -7.310 -0.490 0.1 0.4 0.0
O -2.703 -6.206 -2.045 0.3 0.1 -0.2
O -3.511 -7.284 0.016 0.2 -0.1 -0.1
H -5.218 -8.043 -0.850 0.0 0.0 0.0
H -4.798 -8.757 0.724 0.2 0.2 0.1
H -4.136 -10.128 -1.500 0.1 0.1 -0.2
H -2.903 -9.958 -0.231 0.0 0.0 0.0
C 1.842 2.083 3.430 0.0 0.3 -0.4
C 2.864 1.080 2.932 -0.2 -0.4 0.2
O 4.122 1.603 3.369 -0.1 0.4 -0.1
S 3.923 2.375 4.766 -0.5 -0.2 0.0
O 4.279 1.498 5.818 0.2 0.1 0.1
O 4.481 3.673 4.642 0.2 0.0 0.0
O 2.325 2.484 4.716 0.2 -0.3 0.0
H 1.802 2.965 2.787 0.0 0.0 0.0
H 0.846 1.655 3.518 0.0 0.0 0.3
H 2.854 0.971 1.850 0.2 0.1 0.0
H 2.721 0.102 3.398 0.0 0.0 0.0
C -5.091 1.946 3.444 0.0 0.3 -0.4
C -4.197 0.888 2.831 -0.3 -0.4 0.2
O -2.868 1.315 3.144 -0.1 0.4 -0.1
S -2.867 2.072 4.564 -0.4 -0.1 -0.1
O -2.468 1.156 5.567 0.1 0.1 0.1
O -2.232 3.326 4.392 0.2 0.0 0.0
O -4.453 2.289 4.679 0.2 -0.3 0.0
H -5.133 2.842 2.821 0.0 0.0 0.0
H -6.100 1.585 3.626 0.1 0.0 0.3
H -4.322 0.799 1.755 0.2 0.1 0.0
H -4.361 -0.087 3.296 0.0 0.0 0.0
C 7.489 2.534 5.015 -0.2 -0.4 0.3
C 7.650 3.732 5.921 -0.2 0.4 -0.3
O 8.952 3.560 6.507 0.0 -0.4 0.0
S 9.923 2.836 5.454 -0.5 0.1 0.0
O 10.700 3.819 4.791 0.2 -0.1 -0.1
O 10.516 1.718 6.092 0.2 0.1 0.1
O 8.789 2.326 4.441 0.2 0.4 0.1
H 7.218 1.642 5.583 0.0 0.0 0.0
H 6.755 2.708 4.236 0.2 0.0 -0.2
H 6.886 3.778 6.692 0.2 -0.1 0.2
H 7.651 4.664 5.352 0.0 0.0 0.0
C -0.776 5.047 -5.884 -0.3 0.4 0.0
C -0.730 4.839 -4.387 0.5 0.0 0.1
O -1.642 3.753 -4.151 -0.2 0.0 -0.3
S -1.619 2.756 -5.401 0.3 0.8 -0.1
O -0.744 1.670 -5.093 -0.1 -0.2 -0.1
O -2.951 2.537 -5.827 1.1 -0.9 -0.4
O -0.872 3.720 -6.428 0.1 -0.3 0.3
H -1.664 5.605 -6.186 0.0 0.0 0.0
H 0.112 5.547 -6.262 0.1 -0.2 -0.1
H -1.036 5.720 -3.830 -0.2 -0.1 0.1
H 0.263 4.527 -4.057 0.0 0.0 0.0
C 8.096 4.409 10.225 0.2 0.3 -0.3
C 7.138 5.314 10.971 0.1 -0.2 0.5
O 5.866 5.076 10.352 0.2 -0.1 -0.4
S 5.784 3.550 9.870 0.4 0.2 0.2
O 5.091 2.792 10.846 -0.1 -0.2 -0.1
O 5.408 3.535 8.502 -0.2 0.0 -0.1
O 7.346 3.212 9.983 -0.3 0.1 0.2
H 8.381 4.836 9.261 0.0 0.0 0.0
H 8.990 4.185 10.799 -0.1 -0.2 0.0
H 7.407 6.364 10.894 -0.2 0.0 -0.2
H 7.062 5.035 12.024 0.0 0.0 0.0
C -8.102 4.111 -3.935 -0.4 0.2 -0.2
C -8.083 2.761 -4.619 0.1 -0.2 0.4
O -7.139 2.913 -5.686 0.0 0.3 0.0
S -5.983 3.935 -5.240 -0.4 0.0 0.2
O -4.856 3.196 -4.792 -1.1 0.4 0.6
O -5.861 4.935 -6.234 0.2 0.0 -0.1
O -6.738 4.550 -3.962 0.2 -0.4 0.0
H -8.706 4.831 -4.490 0.0 0.0 0.0
H -8.459 4.054 -2.910 0.2 0.1 0.1
H -9.055 2.475 -5.011 0.1 0.0 -0.2
H -7.717 1.979 -3.948 -0.1 0.0 0.0
```
Forces are in eV/Å.

HOMO energy: -11.725 eV
gap between HOMO and LUMO: 0.3432 hartree
net charge: +1
total energy: -175070.3633 eV
LUMO level: -2.4 eV

Mulliken population analysis, charges in e, atoms 1 to 4: atom 1 (C): -0.97, atom 2 (C): -0.62, atom 3 (C): 1.07, atom 4 (C): -0.76

[2]
# C33H73BClF3IN2O17PS8

A cluster of 7 separate species, C33H73BClF3IN2O17PS8 in total (the ωB97M-V functional and the def2-TZVPD basis, the OMol25 dataset).

```
140
Properties=species:S:1:pos:R:3:forces:R:3
C 4.724 0.910 2.191 -0.1 -0.4 1.3
C 5.151 0.903 1.084 0.4 -0.1 -1.1
C 5.656 0.751 -0.275 -0.1 0.0 -0.1
C 5.272 -0.640 -0.873 0.8 0.3 0.6
O 3.991 -1.005 -0.376 -0.2 0.1 -0.2
C 3.232 -1.800 -1.269 -0.3 -0.2 -0.6
C 2.540 -0.948 -2.342 0.2 0.6 0.3
C 1.724 0.252 -1.850 0.2 0.3 -0.6
C 2.548 1.486 -1.466 -0.7 -0.4 -0.2
I 0.535 0.870 -3.593 -0.1 -0.1 0.1
C 2.265 -2.775 -0.475 1.4 0.8 0.8
C 2.255 -2.365 1.007 -0.7 -0.2 0.1
C 1.552 -1.059 1.293 0.2 0.8 0.9
C 1.309 -0.872 2.820 -0.5 -0.1 -1.0
C -0.192 -0.782 3.096 -0.6 -0.6 0.5
S -0.800 0.834 2.657 1.5 1.5 -1.7
O -1.169 0.865 1.271 -0.9 -0.9 0.1
O 0.189 1.825 2.957 -0.1 -0.1 1.2
Cl -2.471 1.292 3.744 0.1 -0.4 0.1
C 2.932 -4.154 -0.545 -0.5 -0.6 0.0
C 2.364 -5.317 0.309 0.7 -0.1 -0.6
C 3.465 -6.082 1.065 -1.1 0.3 -0.5
S 3.880 -5.409 2.660 0.1 -1.6 1.1
O 4.380 -6.506 3.438 0.4 -0.1 -0.3
O 2.795 -4.691 3.231 0.1 0.8 -0.6
O 5.117 -4.440 2.384 -0.5 0.2 -0.3
O 0.952 -2.557 -1.004 0.2 -0.5 0.1
C 0.077 -3.500 -1.507 -2.6 -0.7 -1.6
C 0.568 -4.423 -2.620 0.7 -0.2 0.1
C 1.218 -4.024 -3.718 -0.3 0.2 0.4
C -1.017 -2.589 -2.168 1.0 0.6 0.0
O -1.742 -3.312 -3.164 -0.5 0.4 0.1
C -2.718 -2.599 -3.756 -0.2 -0.7 -0.5
F -3.769 -2.368 -2.938 0.4 0.2 -0.2
F -2.291 -1.419 -4.241 -0.2 -0.3 0.3
F -3.178 -3.328 -4.797 0.2 0.4 0.5
P -0.932 -4.449 -0.220 -0.4 0.9 1.2
N -0.745 -3.885 1.220 0.3 0.0 -0.5
O -0.601 -6.003 -0.358 0.1 0.1 -0.1
O -2.489 -4.396 -0.651 0.5 -0.3 -0.4
B 6.426 -1.660 -0.403 -0.5 0.3 -0.2
N 6.628 -1.904 1.005 0.6 -0.5 -0.8
O 7.210 -2.257 -1.400 -0.2 0.0 0.3
H 4.499 0.705 3.211 -0.3 0.3 0.0
H 6.746 0.839 -0.240 0.1 0.1 -0.1
H 5.305 1.571 -0.898 -0.1 0.0 -0.1
H 5.286 -0.538 -1.961 -0.2 0.0 -0.1
H 3.949 -2.420 -1.822 -0.1 -0.2 -0.1
H 3.332 -0.537 -2.972 0.0 0.0 -0.1
H 1.922 -1.537 -3.006 0.1 -0.4 0.1
H 0.979 0.009 -1.104 -0.1 -0.1 0.0
H 2.806 1.442 -0.411 0.3 0.0 0.0
H 1.946 2.366 -1.665 0.1 0.3 0.3
H 3.419 1.533 -2.115 0.2 0.1 0.1
H 3.265 -2.376 1.412 0.2 0.2 -0.2
H 1.714 -3.110 1.588 -0.1 -0.2 -0.2
H 0.581 -1.002 0.810 0.0 -0.2 -0.3
H 2.127 -0.193 0.970 0.1 -0.1 -0.3
H 1.640 -1.764 3.349 0.2 0.1 0.2
H 1.793 0.038 3.157 0.2 -0.2 0.4
H -0.732 -1.468 2.443 -0.1 0.0 -0.1
H -0.466 -1.056 4.113 0.1 0.5 0.2
H 3.008 -4.509 -1.572 -0.1 0.1 -0.1
H 3.966 -3.991 -0.240 0.0 0.3 0.2
H 1.976 -6.059 -0.388 -0.3 0.0 0.0
H 1.553 -5.045 0.980 0.1 0.2 0.2
H 3.078 -7.079 1.260 0.2 -0.1 0.5
H 4.333 -6.210 0.423 0.3 0.1 0.2
H 5.825 -5.031 2.087 0.2 0.1 0.2
H 0.370 -5.484 -2.503 0.9 -0.1 0.6
H 2.010 -4.642 -4.121 -0.7 -0.5 -0.8
H 0.997 -3.080 -4.204 0.8 0.5 0.5
H -1.658 -2.110 -1.429 -0.2 0.0 0.0
H -0.451 -1.800 -2.664 0.0 0.1 0.0
H -1.627 -3.568 1.601 0.1 -0.1 0.4
H -0.427 -6.288 0.551 -0.1 -0.3 0.0
H -2.843 -3.553 -0.345 -0.3 0.0 -0.1
H 7.127 -1.144 1.454 -0.6 0.1 0.5
H 7.181 -2.749 1.115 0.3 0.2 0.2
H 7.962 -1.685 -1.585 0.2 -0.3 -0.2
C -1.624 0.405 8.992 0.0 0.0 0.1
S -1.300 1.007 7.328 -0.1 0.0 -0.1
O 0.142 0.781 7.053 0.0 0.0 0.0
C -1.509 2.746 7.717 0.1 0.0 -0.1
H -1.507 -0.677 8.987 0.0 0.0 -0.1
H -0.912 0.848 9.688 0.0 0.0 0.0
H -2.646 0.660 9.276 0.0 0.0 0.0
H -0.808 3.037 8.499 0.0 0.0 0.0
H -2.532 2.921 8.039 0.0 0.0 0.0
H -1.308 3.321 6.815 0.0 -0.1 0.0
C -3.831 -1.629 -9.510 0.0 -0.1 0.0
S -3.780 -0.074 -8.611 -0.1 0.0 0.0
O -2.693 0.741 -9.215 0.1 0.0 0.0
C -3.134 -0.758 -7.083 0.1 0.0 0.0
H -4.171 -1.420 -10.522 0.0 0.1 0.0
H -2.833 -2.068 -9.541 0.0 0.1 0.0
H -4.531 -2.307 -9.022 0.0 0.0 0.0
H -2.182 -1.254 -7.276 0.0 0.0 0.0
H -3.851 -1.465 -6.667 0.0 0.0 0.0
H -2.984 0.060 -6.383 0.0 0.0 0.0
C -0.852 4.598 1.667 0.1 0.2 0.1
S -1.591 5.069 0.102 0.0 -0.1 0.0
O -0.950 6.344 -0.324 0.0 0.1 0.1
C -3.202 5.483 0.777 0.0 0.0 0.2
H 0.188 4.335 1.488 0.0 0.0 -0.1
H -0.904 5.435 2.364 0.0 0.1 -0.1
H -1.366 3.737 2.077 -0.1 -0.1 0.0
H -3.095 6.263 1.532 0.1 0.0 0.0
H -3.660 4.594 1.210 0.0 0.0 -0.1
H -3.825 5.845 -0.037 0.0 0.0 0.0
C -8.352 4.835 0.722 -0.1 0.1 0.0
S -7.086 3.892 -0.137 -0.1 -0.1 -0.1
O -5.964 3.699 0.817 0.0 0.0 0.1
C -6.605 5.206 -1.264 0.0 0.1 0.0
H -8.762 4.206 1.509 0.0 0.0 0.0
H -7.910 5.731 1.159 0.1 0.0 0.0
H -9.143 5.103 0.021 0.0 0.0 0.0
H -6.281 6.078 -0.696 0.0 0.0 0.0
H -7.450 5.461 -1.904 0.0 0.0 0.0
H -5.783 4.839 -1.876 0.0 -0.1 0.0
C -2.014 4.212 11.668 0.0 0.0 0.1
S -2.850 4.700 10.153 -0.2 0.0 0.2
O -2.266 5.992 9.722 0.0 0.0 0.0
C -4.435 5.058 10.924 -0.1 0.0 0.1
H -0.979 3.983 11.422 0.0 0.0 -0.1
H -2.048 5.032 12.386 0.0 0.0 0.0
H -2.497 3.325 12.080 0.0 0.0 0.0
H -4.307 5.822 11.690 0.0 0.0 0.0
H -4.841 4.145 11.360 0.0 0.0 0.0
H -5.108 5.423 10.151 0.0 0.0 0.0
C 0.227 2.144 -9.774 0.0 0.1 0.1
S 1.494 1.139 -10.549 -0.1 0.0 0.0
O 2.551 0.894 -9.533 0.1 0.0 0.0
C 2.108 2.424 -11.649 0.0 0.1 0.0
H -0.266 1.542 -9.014 0.0 -0.1 -0.1
H 0.684 3.020 -9.313 0.1 0.0 0.0
H -0.507 2.444 -10.521 0.0 -0.1 0.0
H 2.442 3.279 -11.062 0.0 0.0 0.0
H 1.316 2.719 -12.338 0.0 0.0 0.0
H 2.945 2.014 -12.210 0.0 0.0 0.0
```
Forces are in eV/Å.

HOMO energy: -8.105 eV
gap between HOMO and LUMO: 0.2965 hartree
total energy: -198608.6931 eV
LUMO level: 0.0 eV

Mulliken population analysis, charges in e, atoms 1 to 4: atom 1 (C): 0.11, atom 2 (C): -0.58, atom 3 (C): -1.09, atom 4 (C): -0.05

[3]
# C33H75N5OPS

A cluster of 5 separate species, C33H75N5OPS in total (the ωB97M-V functional and the def2-TZVPD basis, the OMol25 dataset).

```
116
Properties=species:S:1:pos:R:3:forces:R:3
C 1.915 -2.676 5.449 -0.9 -0.1 -0.6
C 0.701 -3.154 4.502 -0.7 2.9 -0.9
O 0.079 -2.231 3.909 1.6 -3.2 1.9
N 0.293 -4.550 4.358 0.4 1.6 -1.4
C -0.914 -4.585 3.488 -1.3 -0.2 -0.6
C 1.404 -5.402 3.792 -0.3 -0.3 1.1
C 1.742 -6.495 4.922 1.1 0.0 -0.1
C 3.014 -7.401 4.585 -0.1 0.2 -0.6
C 2.723 -8.552 3.481 0.7 0.2 1.1
N 3.861 -8.465 2.489 -2.2 -0.1 -0.3
C 3.693 -7.889 1.301 1.5 0.1 -1.5
N 4.838 -7.799 0.413 -4.8 2.7 -2.3
C 4.297 -7.088 -0.729 -1.3 -2.1 4.8
N 2.917 -6.855 -0.464 0.2 1.2 -2.1
P 1.653 -6.083 -1.445 -0.1 0.5 -3.1
S 2.031 -6.095 -3.351 0.2 -0.2 1.0
N 2.487 -7.320 0.751 4.9 -2.1 2.1
H 1.491 -2.556 6.503 0.7 -0.5 -1.3
H 2.188 -1.617 5.106 -0.3 -1.7 0.3
H 2.805 -3.377 5.395 -1.1 0.9 0.4
H -1.764 -3.988 3.956 1.3 -0.8 -0.6
H -0.729 -4.149 2.446 -0.1 -0.4 1.4
H -1.302 -5.648 3.338 0.8 1.2 0.5
H 2.273 -4.712 3.546 -0.7 -1.2 0.3
H 1.001 -5.851 2.828 0.6 0.4 1.1
H 0.860 -7.187 5.105 0.9 1.2 -0.1
H 2.002 -5.888 5.863 -0.7 -1.0 -1.3
H 3.825 -6.709 4.157 -1.1 -1.0 0.6
H 3.478 -7.925 5.479 -0.8 0.9 -0.9
H 1.709 -8.454 2.982 1.4 0.0 0.4
H 2.741 -9.587 3.980 0.0 1.6 -0.9
H 4.773 -8.843 2.763 -0.5 0.4 -0.5
H 4.864 -6.772 -1.663 -1.2 -0.5 1.4
H 0.460 -6.870 -1.204 0.9 0.5 0.8
H 1.450 -4.707 -1.051 0.1 -1.1 0.7
H 1.548 -7.290 1.177 0.8 0.2 -0.8
C 1.687 -1.586 -1.862 -0.1 0.1 0.2
C 0.255 -2.047 -2.098 0.1 -0.1 -0.1
C 0.039 -2.678 -3.474 -0.1 -0.1 0.0
C 0.288 -1.752 -4.668 0.1 0.1 0.0
C -0.549 -0.473 -4.688 0.0 -0.1 -0.1
C -2.046 -0.733 -4.781 -0.1 0.1 0.1
H 1.980 -0.802 -2.563 0.0 -0.1 0.0
H 1.791 -1.182 -0.851 0.1 0.0 -0.1
H 2.388 -2.421 -1.966 0.0 0.0 -0.1
H -0.430 -1.207 -1.951 0.0 -0.1 0.0
H -0.001 -2.790 -1.333 -0.1 0.1 0.0
H -0.982 -3.070 -3.525 0.0 0.0 0.0
H 0.698 -3.549 -3.572 0.0 0.1 0.0
H 0.097 -2.317 -5.588 0.0 0.0 0.1
H 1.348 -1.478 -4.701 0.0 0.0 0.0
H -0.247 0.124 -5.555 0.0 0.0 0.1
H -0.336 0.138 -3.805 0.0 0.0 0.0
H -2.288 -1.311 -5.677 0.0 0.0 0.1
H -2.589 0.214 -4.833 0.0 -0.1 0.0
H -2.416 -1.278 -3.909 0.0 0.0 -0.1
C -7.642 3.265 -2.085 0.0 0.1 -0.1
C -6.706 2.414 -2.934 -0.1 -0.1 0.0
C -6.012 1.303 -2.147 0.1 -0.1 -0.1
C -5.093 1.776 -1.016 -0.1 0.1 0.1
C -3.966 2.719 -1.441 0.0 -0.1 0.1
C -2.986 2.085 -2.418 0.1 0.2 -0.1
H -7.101 3.795 -1.297 -0.1 0.0 0.0
H -8.139 4.013 -2.706 0.0 0.0 0.1
H -8.414 2.646 -1.618 0.1 0.0 0.0
H -5.967 3.058 -3.422 0.0 0.0 0.0
H -7.291 1.954 -3.738 0.1 0.0 0.0
H -5.440 0.682 -2.845 0.0 0.0 0.0
H -6.774 0.643 -1.716 0.0 0.0 0.0
H -4.655 0.893 -0.536 0.0 0.0 0.0
H -5.691 2.271 -0.244 0.0 0.0 0.0
H -3.415 3.024 -0.545 -0.1 0.0 0.0
H -4.377 3.636 -1.875 0.0 0.0 0.0
H -2.533 1.186 -1.990 0.0 0.0 0.0
H -2.182 2.788 -2.654 0.0 -0.1 0.0
H -3.472 1.813 -3.358 0.0 0.0 0.1
C 1.078 1.317 3.301 -0.1 0.1 0.0
C 2.019 2.349 2.694 0.0 -0.1 0.0
C 3.458 2.226 3.193 0.1 0.1 0.0
C 3.652 2.446 4.696 -0.1 -0.1 0.0
C 3.167 3.796 5.228 0.1 -0.1 0.1
C 3.905 4.983 4.624 -0.1 0.1 0.0
H 0.994 1.434 4.384 0.0 -0.1 0.0
H 0.076 1.426 2.878 0.0 -0.1 0.1
H 1.425 0.301 3.089 -0.1 0.0 0.1
H 1.632 3.355 2.883 0.1 0.0 0.0
H 2.019 2.220 1.606 0.0 0.1 0.1
H 4.085 2.932 2.639 0.0 0.0 0.0
H 3.839 1.229 2.940 0.0 0.0 0.0
H 4.719 2.338 4.926 0.0 0.0 0.0
H 3.144 1.649 5.249 0.0 0.0 0.0
H 3.313 3.812 6.313 -0.1 0.0 -0.1
H 2.091 3.908 5.061 0.0 0.0 0.0
H 4.980 4.911 4.811 0.0 0.0 0.0
H 3.547 5.915 5.068 0.1 0.0 -0.1
H 3.748 5.050 3.545 0.0 0.0 0.1
C -0.194 8.449 -1.371 0.1 -0.1 0.1
C 0.330 7.909 -2.696 0.0 0.1 0.0
C -0.661 8.063 -3.849 0.0 -0.1 -0.1
C -1.982 7.307 -3.684 0.0 0.1 0.1
C -1.850 5.797 -3.480 -0.1 0.1 -0.1
C -1.208 5.082 -4.661 0.1 -0.1 0.1
H -1.079 7.904 -1.035 0.0 0.1 0.0
H 0.569 8.350 -0.595 -0.1 0.0 0.0
H -0.452 9.508 -1.457 0.0 -0.1 0.0
H 0.619 6.860 -2.576 0.0 0.0 0.0
H 1.246 8.453 -2.952 0.0 -0.1 0.0
H -0.173 7.746 -4.777 0.0 0.0 0.0
H -0.889 9.127 -3.982 0.0 -0.1 0.0
H -2.598 7.492 -4.571 0.0 0.0 0.0
H -2.539 7.727 -2.840 0.0 0.0 0.0
H -2.851 5.380 -3.325 0.0 0.0 0.1
H -1.284 5.582 -2.568 0.0 0.0 0.0
H -1.779 5.252 -5.577 0.1 0.0 0.0
H -1.177 4.005 -4.477 0.0 0.0 -0.1
H -0.181 5.418 -4.826 -0.1 0.0 0.0
```
Forces are in eV/Å.

HOMO energy: -11.870 eV
gap between HOMO and LUMO: 0.2921 hartree
net charge: +1
total energy: -65050.8180 eV
LUMO level: -3.9 eV

Mulliken population analysis, charges in e, atoms 1 to 4: atom 1 (C): -0.52, atom 2 (C): 0.39, atom 3 (O): -0.57, atom 4 (N): 0.12

Q: Which of these has the highest HOMO energy?
A: C33H73BClF3IN2O17PS8